Molecular formula: H10NO3
Method: DFT, wB97M-V/def2-TZVPD

Its total charge is +1. For the HOMO-LUMO gap, the calculation gives 12.105 eV. The energy relative to the best compared isomer or geometry (same formula, charge and spin) comes out at 12.76 kcal per mole.

Each atom is followed by the atoms it is bonded to, with distances in Å.
Geometry (Å):
1 N 0.7907 -0.5036 -0.5685  H2 1.015, H3 1.021, H4 1.037, H5 1.031
2 H 1.3016 -1.2856 -0.1706  N1 1.015
3 H 0.6038 0.2852 0.0516  N1 1.021
4 H -0.1284 -0.8005 -0.9465  N1 1.037
5 H 1.3341 0.0164 -1.2737  N1 1.031
6 H -0.6329 0.7765 2.9429  O8 0.968
7 H -1.4362 -0.3866 2.3576  O8 0.961
8 O -0.6521 0.1477 2.2077  H6 0.968, H7 0.961
9 H 1.4703 2.7925 -1.3912  O11 0.963
10 H 2.1894 2.3890 -0.0751  O11 0.960
11 O 1.4000 2.2449 -0.6025  H9 0.963, H10 0.960
12 H -2.1591 -1.9335 -1.6173  O14 0.965
13 H -2.3488 -2.0511 -0.1278  O14 0.971
14 O -1.7326 -1.6913 -0.7865  H12 0.965, H13 0.971

=====

Molecular formula: C4H16O4
Method: DFT, wB97M-V/def2-TZVPD

Its total charge is 0. For the HOMO-LUMO gap, the calculation gives 10.649 eV. The energy relative to the best compared isomer or geometry (same formula, charge and spin) comes out at 57.06 kcal per mole. Its SMILES is CO.CO.CO.CO.

Each atom is followed by the atoms it is bonded to, with distances in Å.
Geometry (Å):
1 C 2.2753 -16.9647 -16.3434  O2 1.405, H3 1.096, H4 1.098, H5 1.092
2 O 1.4712 -17.7786 -15.5287  C1 1.405, H6 0.961
3 H 3.3485 -17.1844 -16.3055  C1 1.096
4 H 2.0021 -17.0085 -17.4063  C1 1.098
5 H 2.1526 -15.9067 -16.1022  C1 1.092
6 H 1.3014 -18.5930 -16.0097  O2 0.961
7 C 7.2412 -18.6988 -20.9070  O8 1.426, H9 1.091, H10 1.090, H11 1.094
8 O 7.0162 -19.2286 -19.6025  C7 1.426, H12 0.961
9 H 6.5444 -17.8855 -21.1129  C7 1.091
10 H 8.2600 -18.3120 -20.9337  C7 1.090
11 H 7.2265 -19.5000 -21.6514  C7 1.094
12 H 6.2222 -19.7691 -19.6274  O8 0.961
13 C 3.0097 -18.2886 -20.1497  O14 1.434, H15 1.097, H16 1.090, H17 1.086
14 O 2.1413 -19.2774 -19.5807  C13 1.434, H18 0.965
15 H 3.6580 -17.9786 -19.3205  C13 1.097
16 H 3.6530 -18.6046 -20.9714  C13 1.090
17 H 2.3852 -17.4495 -20.4407  C13 1.086
18 H 2.6502 -20.0931 -19.5003  O14 0.965
19 C 5.1011 -22.4202 -20.1758  O20 1.419, H21 1.096, H22 1.090, H23 1.091
20 O 3.9344 -21.6357 -19.9809  C19 1.419, H24 0.959
21 H 5.1824 -22.6057 -21.2526  C19 1.096
22 H 6.0047 -21.8754 -19.9012  C19 1.090
23 H 5.1155 -23.3352 -19.5821  C19 1.091
24 H 3.1305 -22.1481 -20.0858  O20 0.959

=====

Molecular formula: C30H84N6O12
Method: DFT, wB97M-V/def2-TZVPD

Its total charge is 0. For the HOMO-LUMO gap, the calculation gives 9.635 eV. The energy relative to the best compared isomer or geometry (same formula, charge and spin) comes out at 213.26 kcal per mole. Its SMILES is COC[C@H](C)N.COC[C@H](C)N.COC[C@H](C)N.COC[C@H](C)N.COC[C@H](C)N.COC[C@H](C)N.OCCO.OCCO.OCCO.

Each atom is followed by the atoms it is bonded to, with distances in Å.
Geometry (Å):
1 C 15.3831 18.0662 20.7856  O2 1.472, H7 1.115, H8 1.096, H9 1.132
2 O 16.1303 17.4666 19.6677  C1 1.472, C3 1.442
3 C 15.3831 16.3932 19.0610  O2 1.442, C4 1.545, H10 1.091, H11 1.128
4 C 16.2139 15.6855 17.9676  C3 1.545, C5 1.537, N6 1.461, H12 1.108
5 C 16.7638 16.5907 16.8542  C4 1.537, H13 1.134, H14 1.078, H15 1.094
6 N 15.3500 14.7243 17.2857  C4 1.461, H16 1.030, H17 1.017
7 H 14.2857 18.0214 20.5936  C1 1.115
8 H 15.6643 19.1230 20.8513  C1 1.096
9 H 15.6102 17.5094 21.7450  C1 1.132
10 H 15.1693 15.6116 19.7910  C3 1.091
11 H 14.4242 16.8129 18.6413  C3 1.128
12 H 17.0744 15.2090 18.4769  C4 1.108
13 H 17.1092 15.8503 16.0677  C5 1.134
14 H 17.5448 17.2165 17.2537  C5 1.078
15 H 15.9339 17.1385 16.3989  C5 1.094
16 H 15.8574 13.9896 16.7726  N6 1.030
17 H 14.7402 15.2070 16.6301  N6 1.017
18 C 12.7735 18.1840 16.8567  O19 1.443, H24 1.122, H25 1.118, H26 1.100
19 O 11.6327 18.8251 17.4645  C18 1.443, C20 1.403
20 C 11.6299 20.2198 17.3103  O19 1.403, C21 1.477, H27 1.097, H28 1.095
21 C 11.0666 20.8017 16.0756  C20 1.477, C22 1.493, N23 1.451, H29 1.124
22 C 11.2204 22.2828 16.1869  C21 1.493, H30 1.094, H31 1.096, H32 1.087
23 N 9.6646 20.5008 15.8522  C21 1.451, H33 1.054, H34 1.022
24 H 12.6687 18.2560 15.7418  C18 1.122
25 H 12.7379 17.0953 17.1071  C18 1.118
26 H 13.7105 18.6718 17.1642  C18 1.100
27 H 10.9867 20.5797 18.1227  C20 1.097
28 H 12.5790 20.7299 17.5049  C20 1.095
29 H 11.7326 20.4202 15.2551  C21 1.124
30 H 10.5684 22.7328 16.9417  C22 1.094
31 H 10.9883 22.8682 15.2900  C22 1.096
32 H 12.2340 22.5444 16.4783  C22 1.087
33 H 9.1350 20.7738 16.7213  N23 1.054
34 H 9.6481 19.4806 15.8023  N23 1.022
35 C 11.4117 19.7500 12.1592  O36 1.460, H41 1.097, H42 1.109, H43 1.063
36 O 12.6636 19.4658 12.8540  C35 1.460, C37 1.375
37 C 13.7729 19.2938 12.0591  O36 1.375, C38 1.513, H44 1.147, H45 1.158
38 C 14.9319 18.9502 12.9684  C37 1.513, C39 1.519, N40 1.517, H46 1.092
39 C 15.2168 20.0999 13.9198  C38 1.519, H47 1.118, H48 1.139, H49 1.091
40 N 16.1200 18.5375 12.1210  C38 1.517, H50 1.024, H51 1.012
41 H 10.7993 18.8593 11.9695  C35 1.097
42 H 11.6303 20.2647 11.2013  C35 1.109
43 H 10.8341 20.4185 12.7506  C35 1.063
44 H 13.6765 18.5237 11.2143  C37 1.147
45 H 13.9258 20.3000 11.5067  C37 1.158
46 H 14.7018 17.9919 13.4386  C38 1.092
47 H 15.2736 21.1482 13.5355  C39 1.118
48 H 16.2434 19.9930 14.4021  C39 1.139
49 H 14.5171 20.0451 14.7552  C39 1.091
50 H 16.7334 17.9014 12.6376  N40 1.024
51 H 16.6873 19.3744 12.0829  N40 1.012
52 C 11.0638 14.7169 9.9367  O53 1.435, H58 1.089, H59 1.061, H60 1.043
53 O 11.8605 14.2926 8.8218  C52 1.435, C54 1.417
54 C 12.8295 13.3489 9.2455  O53 1.417, C55 1.518, H61 1.132, H62 1.095
55 C 13.6821 12.7910 8.1203  C54 1.518, C56 1.539, N57 1.443, H63 1.112
56 C 14.6289 11.6889 8.6266  C55 1.539, H64 1.069, H65 1.063, H66 1.128
57 N 14.4030 13.8553 7.4650  C55 1.443, H67 0.970, H68 1.016
58 H 10.4408 15.5527 9.6231  C52 1.089
59 H 11.6856 15.0456 10.7310  C52 1.061
60 H 10.4758 13.9167 10.2545  C52 1.043
61 H 13.6212 13.7473 9.9496  C54 1.132
62 H 12.4272 12.4713 9.7613  C54 1.095
63 H 13.0052 12.2418 7.4299  C55 1.112
64 H 15.4025 12.1673 9.1880  C56 1.069
65 H 15.0707 11.0620 7.8909  C56 1.063
66 H 14.0053 11.0581 9.3239  C56 1.128
67 H 14.5796 13.6453 6.5343  N57 0.970
68 H 13.8916 14.7284 7.5514  N57 1.016
69 C 18.2927 16.6952 13.8322  O70 1.397, H75 1.069, H76 1.097, H77 1.090
70 O 17.4939 15.5947 13.5142  C69 1.397, C71 1.436
71 C 17.9250 14.8840 12.3435  O70 1.436, C72 1.501, H78 1.065, H79 1.106
72 C 17.4270 15.5262 11.0817  C71 1.501, C73 1.526, N74 1.430, H80 1.109
73 C 15.9195 15.7016 10.9274  C72 1.526, H81 1.139, H82 1.064, H83 1.080
74 N 17.7622 14.6879 9.9726  C72 1.430, H84 1.013, H85 1.035
75 H 17.8406 17.3259 14.5671  C69 1.069
76 H 18.5911 17.2262 12.9197  C69 1.097
77 H 19.1982 16.3063 14.2976  C69 1.090
78 H 18.9713 14.6910 12.3847  C71 1.065
79 H 17.5470 13.8480 12.4288  C71 1.106
80 H 17.9069 16.5171 10.9463  C72 1.109
81 H 15.4392 14.6972 10.6875  C73 1.139
82 H 15.9839 16.4172 10.1428  C73 1.064
83 H 15.5007 16.2413 11.7639  C73 1.080
84 H 18.7662 14.6378 9.8454  N74 1.013
85 H 17.2621 14.9249 9.0984  N74 1.035
86 C 11.6536 10.0365 11.8578  O87 1.434, H92 1.116, H93 1.115, H94 1.074
87 O 13.0668 10.0702 12.0974  C86 1.434, C88 1.388
88 C 13.5919 10.4952 13.3103  O87 1.388, C89 1.516, H95 1.126, H96 1.073
89 C 14.7261 11.4726 13.0723  C88 1.516, C90 1.560, N91 1.466, H97 1.134
90 C 15.9308 10.9155 12.2524  C89 1.560, H98 1.080, H99 1.096, H100 1.091
91 N 15.2224 12.0218 14.3372  C89 1.466, H101 1.024, H102 1.008
92 H 11.1875 11.0508 11.8671  C86 1.116
93 H 11.1968 9.3752 12.6306  C86 1.115
94 H 11.5112 9.7412 10.8352  C86 1.074
95 H 12.7605 11.0547 13.8242  C88 1.126
96 H 13.9594 9.6821 13.9070  C88 1.073
97 H 14.2702 12.2906 12.4331  C89 1.134
98 H 16.6368 11.7148 12.0790  C90 1.080
99 H 15.6483 10.5362 11.2632  C90 1.096
100 H 16.4066 10.1400 12.8540  C90 1.091
101 H 16.1470 12.4236 14.1575  N91 1.024
102 H 15.4189 11.2292 14.9282  N91 1.008
103 O 8.0135 13.8682 12.7271  C104 1.414, H107 0.969
104 C 8.1566 13.9783 14.1291  O103 1.414, C105 1.500, H108 1.066, H109 1.092
105 C 6.7817 13.8436 14.7130  C104 1.500, O106 1.489, H110 1.078, H111 1.096
106 O 6.4482 12.3930 14.7552  C105 1.489, H112 0.991
107 H 7.3000 13.2813 12.4335  O103 0.969
108 H 8.9049 13.2798 14.4268  C104 1.066
109 H 8.5905 14.9576 14.3425  C104 1.092
110 H 6.0138 14.3675 14.1673  C105 1.078
111 H 6.7391 14.1946 15.7506  C105 1.096
112 H 6.3686 12.1414 15.7100  O106 0.991
113 O 13.1758 12.8255 18.1531  C114 1.370, H117 0.949
114 C 11.9584 13.4352 18.3033  O113 1.370, C115 1.561, H118 1.118, H119 1.106
115 C 11.1502 13.7510 17.0062  C114 1.561, O116 1.379, H120 1.074, H121 1.077
116 O 11.6172 14.8395 16.3005  C115 1.379, H122 0.956
117 H 13.7873 13.5266 17.9646  O113 0.949
118 H 11.3918 12.6818 18.9045  C114 1.118
119 H 12.0086 14.4016 18.8380  C114 1.106
120 H 10.1564 13.9614 17.3554  C115 1.074
121 H 11.0670 12.9072 16.3428  C115 1.077
122 H 12.5247 14.7081 16.0310  O116 0.956
123 O 11.0245 15.9159 13.7723  C124 1.403, H127 0.963
124 C 12.3721 16.1031 13.4293  O123 1.403, C125 1.530, H128 1.096, H129 1.072
125 C 13.1989 14.8154 13.4311  C124 1.530, O126 1.427, H130 1.059, H131 1.080
126 O 13.6678 14.5447 14.7510  C125 1.427, H132 0.991
127 H 11.0212 15.4414 14.6105  O123 0.963
128 H 12.4071 16.4928 12.4053  C124 1.096
129 H 12.7774 16.8596 14.0716  C124 1.072
130 H 14.0235 14.8887 12.7700  C125 1.059
131 H 12.5092 14.0304 13.1593  C125 1.080
132 H 14.2382 13.7349 14.7747  O126 0.991